ORCA calculation (ωB97M-V with the def2-TZVPD basis set) on a gas-phase ion, C8H15N6 (charge +1).

Calculated values
Frontier orbital gap (eV): 8.190
SMILES: CC[N+](CC)=N/N=C\c1c[nH]c(N)n1
LUMO level (Eh): -0.122
E_HOMO (eV): -11.52
Net charge: +1

Bonds (Å) are listed after each position.
Element x y z (Å)
1 C 3.696 1.075 -0.211  C2 1.375, N11 1.418, H15 1.108
2 C 2.332 1.041 -0.045  C1 1.375, C4 1.483, N10 1.403
3 C 2.991 -0.995 0.238  N10 1.300, N11 1.355, N13 1.345
4 C 1.292 2.095 -0.105  C2 1.483, N9 1.271, H16 1.020
5 C -2.750 0.430 -1.637  C7 1.551, H17 1.065, H18 1.035, H19 1.136
6 C -3.310 0.118 1.593  C8 1.550, H20 1.041, H21 1.022, H22 0.975
7 C -1.361 -0.179 -1.314  C5 1.551, N14 1.482, H23 1.016, H24 0.995
8 C -2.097 -0.759 1.192  C6 1.550, N14 1.511, H25 1.004, H26 1.084
9 N 0.111 1.764 0.230  C4 1.271, N12 1.269
10 N 1.913 -0.269 0.235  C2 1.403, C3 1.300
11 N 4.107 -0.267 -0.005  C1 1.418, C3 1.355, H27 1.026
12 N -0.527 0.792 0.740  N9 1.269, N14 1.261
13 N 3.096 -2.333 0.314  C3 1.345, H28 0.955, H29 0.966
14 N -1.226 -0.083 0.159  C7 1.482, C8 1.511, N12 1.261
15 H 4.433 1.827 -0.556  C1 1.108
16 H 1.636 3.016 -0.378  C4 1.020
17 H -3.473 -0.197 -1.171  C5 1.065
18 H -2.859 1.434 -1.413  C5 1.035
19 H -2.938 0.279 -2.748  C5 1.136
20 H -3.894 -0.557 2.130  C6 1.041
21 H -2.838 0.868 2.101  C6 1.022
22 H -3.781 0.414 0.792  C6 0.975
23 H -1.215 -1.146 -1.588  C7 1.016
24 H -0.671 0.431 -1.692  C7 0.995
25 H -1.536 -0.890 2.014  C8 1.004
26 H -2.516 -1.628 0.697  C8 1.084
27 H 5.018 -0.582 -0.358  N11 1.026
28 H 2.403 -2.945 0.553  N13 0.955
29 H 3.963 -2.752 0.235  N13 0.966